1.
{"formula": "C4H4F2", "method": "ωB97M-V with the def2-TZVPD basis set", "charge": 0, "e_above_lowest_kj_mol": 355.7, "energy_ha": -354.36511, "homo_ev": -9.5, "spin_multiplicity": 1, "lumo_energy_ev": 0.78, "symbols": ["C", "C", "C", "C", "F", "F", "H", "H", "H", "H"], "xyz": [[1.449, 0.484, -2.340], [0.482, 0.574, -1.555], [0.507, -0.399, 1.148], [1.133, 0.673, 1.593], [2.368, 0.638, 1.940], [0.816, 1.890, 1.295], [2.452, 0.425, -2.709], [-0.777, 0.715, -0.985], [-0.498, -0.415, 0.712], [1.023, -1.301, 1.240]]}


2.
{"formula": "C29H36Br2N8O6P2Tl", "method": "ωB97M-V with the def2-TZVPD basis set", "charge": -1, "e_above_lowest_kj_mol": 0.0, "energy_ha": -8019.66740, "homo_ev": -3.9, "spin_multiplicity": 1, "lumo_energy_ev": 2.25, "symbols": ["Tl", "C", "N", "C", "P", "O", "O", "P", "O", "N", "C", "C", "N", "C", "C", "N", "C", "C", "H", "H", "H", "H", "H", "H", "H", "H", "H", "H", "H", "H", "H", "H", "H", "H", "H", "H", "H", "H", "H", "H", "H", "H", "Br", "C", "C", "C", "C", "C", "N", "C", "O", "O", "H", "H", "H", "Br", "C", "C", "C", "C", "C", "C", "N", "N", "C", "C", "C", "C", "O", "C", "N", "C", "C", "C", "C", "H", "H", "H", "H", "H", "H", "H", "H", "H"], "xyz": [[0.672, -0.628, 2.999], [4.776, 1.684, -0.960], [4.758, 0.604, -0.005], [5.466, 0.916, 1.217], [3.513, -0.519, 0.158], [3.128, -0.733, 1.545], [2.388, 0.042, -0.869], [0.847, 0.590, -0.733], [0.323, 0.669, 0.621], [0.993, 2.099, -1.421], [1.649, 2.432, -2.660], [0.438, 3.227, -0.709], [-0.030, -0.393, -1.759], [-0.824, -1.429, -1.122], [0.486, -0.828, -3.036], [4.115, -1.876, -0.605], [4.442, -1.800, -2.009], [3.573, -3.158, -0.200], [5.818, 1.930, -1.183], [4.278, 2.584, -0.577], [4.279, 1.380, -1.875], [6.543, 0.952, 1.018], [5.262, 0.135, 1.943], [5.145, 1.877, 1.636], [2.232, 1.589, -3.022], [2.330, 3.274, -2.504], [0.930, 2.727, -3.433], [-0.002, 2.861, 0.215], [-0.335, 3.728, -1.297], [1.225, 3.950, -0.476], [-1.154, -1.068, -0.155], [-0.251, -2.346, -0.963], [-1.691, -1.642, -1.750], [1.068, -0.039, -3.502], [-0.362, -1.063, -3.684], [1.107, -1.727, -2.944], [4.802, -0.801, -2.242], [3.579, -2.024, -2.646], [5.233, -2.521, -2.232], [3.230, -3.076, 0.827], [4.357, -3.915, -0.272], [2.718, -3.464, -0.809], [-0.331, -2.203, 6.184], [-0.466, -3.578, 4.872], [-1.095, -4.770, 5.188], [-1.201, -5.705, 4.167], [-0.679, -5.407, 2.918], [-0.056, -4.177, 2.720], [0.041, -3.290, 3.703], [0.449, -3.756, 1.308], [0.561, -4.671, 0.487], [0.656, -2.541, 1.148], [-1.480, -4.950, 6.180], [-1.710, -6.642, 4.347], [-0.757, -6.087, 2.083], [-1.200, 5.512, -4.357], [-2.504, 4.550, -3.335], [-3.703, 5.164, -3.006], [-4.625, 4.468, -2.253], [-4.342, 3.178, -1.776], [-3.119, 2.583, -2.149], [-2.218, 3.254, -2.933], [-5.310, 2.426, -1.181], [-5.109, 1.561, -0.287], [-4.068, 1.578, 0.571], [-3.377, 2.743, 0.970], [-2.408, 2.726, 1.928], [-1.931, 1.515, 2.524], [-1.041, 1.505, 3.394], [-2.582, 0.283, 2.053], [-2.076, -0.885, 2.474], [-2.648, -2.006, 2.099], [-3.794, -2.053, 1.304], [-4.308, -0.875, 0.824], [-3.689, 0.336, 1.173], [-3.910, 6.173, -3.339], [-5.563, 4.927, -1.986], [-2.894, 1.583, -1.814], [-1.299, 2.768, -3.225], [-3.703, 3.690, 0.557], [-1.959, 3.650, 2.268], [-2.190, -2.926, 2.432], [-4.243, -3.004, 1.065], [-5.171, -0.850, 0.177]]}


3.
{"formula": "C48H80Br2F3N5O6", "method": "ωB97M-V with the def2-TZVPD basis set", "charge": 0, "energy_ha": -8049.51002, "homo_ev": [-8.5, -9.2], "spin_multiplicity": 5, "lumo_energy_ev": [-0.62, -0.62], "symbols": ["O", "C", "N", "C", "O", "C", "C", "C", "C", "C", "F", "Br", "C", "F", "F", "Br", "C", "C", "C", "C", "H", "H", "H", "H", "H", "H", "H", "H", "C", "C", "C", "C", "C", "C", "N", "O", "C", "C", "C", "H", "H", "H", "H", "H", "H", "H", "H", "H", "H", "H", "H", "H", "H", "H", "H", "H", "H", "C", "C", "C", "C", "C", "C", "N", "O", "C", "C", "C", "H", "H", "H", "H", "H", "H", "H", "H", "H", "H", "H", "H", "H", "H", "H", "H", "H", "H", "C", "C", "C", "C", "C", "C", "N", "O", "C", "C", "C", "H", "H", "H", "H", "H", "H", "H", "H", "H", "H", "H", "H", "H", "H", "H", "H", "H", "H", "C", "C", "C", "C", "C", "C", "N", "O", "C", "C", "C", "H", "H", "H", "H", "H", "H", "H", "H", "H", "H", "H", "H", "H", "H", "H", "H", "H", "H"], "xyz": [[2.795, -4.722, -4.792], [3.212, -3.970, -3.966], [4.313, -4.283, -3.057], [4.892, -3.129, -2.396], [5.967, -3.099, -1.870], [3.810, -2.038, -2.611], [3.647, -0.707, -2.047], [4.665, -0.159, -1.000], [4.831, -1.049, 0.289], [3.617, -1.048, 1.278], [4.072, -1.707, 2.446], [2.112, -2.170, 0.635], [3.137, 0.380, 1.753], [4.184, 1.262, 1.944], [2.574, 0.217, 3.015], [1.713, 1.171, 0.648], [2.507, 0.073, -2.526], [1.540, -0.383, -3.511], [1.685, -1.735, -4.039], [2.804, -2.522, -3.583], [5.054, -4.474, -3.758], [5.669, -0.166, -1.513], [4.444, 0.909, -0.727], [5.702, -0.618, 0.861], [5.092, -2.114, 0.090], [2.382, 1.102, -2.118], [0.707, 0.274, -3.837], [0.956, -2.102, -4.789], [-1.950, 4.754, 3.989], [-3.006, 4.479, 2.881], [-4.380, 4.131, 3.496], [-4.524, 2.694, 3.984], [-4.083, 1.717, 2.900], [-2.657, 2.002, 2.409], [-2.487, 3.421, 1.965], [-3.094, 3.554, 0.795], [-1.668, 1.655, 3.544], [-2.298, 1.009, 1.292], [-3.185, 5.847, 2.189], [-1.100, 4.076, 3.950], [-1.504, 5.746, 3.888], [-2.380, 4.691, 4.992], [-5.166, 4.305, 2.753], [-4.600, 4.811, 4.324], [-3.953, 2.543, 4.904], [-5.569, 2.501, 4.241], [-4.147, 0.696, 3.288], [-4.789, 1.769, 2.064], [-0.638, 1.871, 3.249], [-1.720, 0.589, 3.781], [-1.873, 2.176, 4.478], [-3.003, 1.040, 0.460], [-2.311, -0.016, 1.669], [-1.298, 1.204, 0.899], [-2.272, 6.152, 1.670], [-3.419, 6.617, 2.928], [-4.004, 5.848, 1.468], [-4.145, -5.111, -2.466], [-3.536, -4.202, -1.361], [-4.625, -3.716, -0.378], [-5.465, -2.544, -0.872], [-4.567, -1.423, -1.380], [-3.590, -1.907, -2.460], [-2.787, -3.085, -2.008], [-1.880, -2.643, -1.151], [-4.397, -2.244, -3.734], [-2.690, -0.737, -2.893], [-2.629, -5.154, -0.553], [-4.000, -4.720, -3.472], [-3.670, -6.094, -2.492], [-5.217, -5.271, -2.323], [-4.154, -3.408, 0.563], [-5.289, -4.545, -0.120], [-6.161, -2.872, -1.649], [-6.082, -2.168, -0.051], [-5.189, -0.614, -1.775], [-4.015, -0.996, -0.535], [-3.746, -2.624, -4.524], [-4.888, -1.348, -4.121], [-5.193, -2.969, -3.568], [-2.147, -0.295, -2.056], [-3.288, 0.065, -3.331], [-1.961, -1.056, -3.642], [-1.788, -5.507, -1.156], [-3.196, -6.031, -0.230], [-2.231, -4.689, 0.350], [8.529, -2.800, 6.912], [7.198, -2.891, 7.711], [6.633, -4.329, 7.687], [5.888, -4.708, 6.411], [4.851, -3.646, 6.064], [5.471, -2.246, 5.956], [6.242, -1.874, 7.184], [5.369, -1.595, 8.141], [6.374, -2.205, 4.703], [4.360, -1.224, 5.646], [7.622, -2.627, 9.172], [8.481, -2.102, 6.079], [9.348, -2.423, 7.528], [8.839, -3.771, 6.516], [5.938, -4.462, 8.524], [7.439, -5.049, 7.854], [6.591, -4.855, 5.587], [5.386, -5.669, 6.556], [4.365, -3.913, 5.121], [4.063, -3.654, 6.824], [6.862, -1.232, 4.603], [5.784, -2.364, 3.800], [7.144, -2.976, 4.692], [3.562, -1.233, 6.390], [3.889, -1.443, 4.689], [4.761, -0.209, 5.592], [7.984, -1.603, 9.300], [8.430, -3.304, 9.459], [6.809, -2.793, 9.881], [-0.803, 4.760, -6.320], [-1.720, 3.725, -7.032], [-2.562, 4.397, -8.140], [-3.796, 5.146, -7.648], [-4.618, 4.264, -6.717], [-3.786, 3.724, -5.545], [-2.548, 3.023, -6.009], [-2.911, 1.849, -6.506], [-3.437, 4.902, -4.609], [-4.666, 2.812, -4.675], [-0.731, 2.790, -7.760], [-1.001, 4.847, -5.254], [0.249, 4.475, -6.373], [-0.892, 5.758, -6.758], [-2.902, 3.636, -8.851], [-1.937, 5.084, -8.717], [-3.507, 6.077, -7.153], [-4.409, 5.437, -8.505], [-5.470, 4.836, -6.337], [-5.043, 3.434, -7.293], [-2.816, 4.571, -3.773], [-4.346, 5.334, -4.186], [-2.924, 5.722, -5.111], [-5.107, 1.990, -5.241], [-5.500, 3.372, -4.248], [-4.094, 2.386, -3.847], [-0.126, 2.221, -7.048], [-0.049, 3.373, -8.384], [-1.233, 2.083, -8.423]]}


4.
{"formula": "C4H12", "method": "ωB97M-V with the def2-TZVPD basis set", "charge": 1, "e_above_lowest_kj_mol": 38.5, "energy_ha": -159.15517, "homo_ev": [-15.3, -15.3], "spin_multiplicity": 2, "lumo_energy_ev": [-3.35, -11.31], "symbols": ["C", "C", "H", "H", "H", "H", "H", "H", "C", "C", "H", "H", "H", "H", "H", "H"], "xyz": [[0.654, -1.202, 1.272], [-0.056, -1.968, 2.308], [0.193, -0.176, 1.224], [1.707, -0.849, 1.357], [0.572, -1.740, 0.326], [0.628, -2.857, 2.525], [-0.881, -2.555, 1.839], [-0.357, -1.459, 3.210], [-0.367, 1.405, -1.018], [-0.193, 1.812, -2.474], [0.568, 1.058, -0.553], [-0.899, 2.136, -0.412], [-1.045, 0.551, -1.071], [-1.102, 2.308, -2.836], [0.018, 0.942, -3.090], [0.560, 2.593, -2.606]]}


5.
{"formula": "C30H41Br2Cl3FeN5OSi", "method": "ωB97M-V with the def2-TZVPD basis set", "charge": 2, "e_above_lowest_kj_mol": 199.1, "energy_ha": -9598.08730, "homo_ev": [-12.2, -12.2], "spin_multiplicity": 2, "lumo_energy_ev": [-8.44, -8.05], "symbols": ["Fe", "Cl", "C", "C", "C", "Cl", "C", "O", "C", "Cl", "C", "H", "H", "C", "C", "C", "C", "C", "Br", "N", "C", "H", "H", "H", "H", "H", "H", "N", "C", "C", "N", "C", "C", "N", "C", "C", "N", "H", "H", "H", "H", "H", "H", "C", "C", "C", "C", "Si", "Br", "C", "C", "C", "C", "C", "C", "C", "C", "H", "H", "H", "H", "H", "H", "H", "H", "H", "H", "H", "H", "H", "H", "H", "H", "H", "H", "H", "H", "H", "H", "H", "H", "H", "H", "H"], "xyz": [[-0.579, 1.648, -0.910], [-6.836, 1.517, -4.883], [-5.489, 1.158, -3.924], [-4.437, 2.101, -3.843], [-3.391, 1.820, -3.037], [-2.061, 2.888, -2.843], [-3.293, 0.607, -2.248], [-2.339, 0.399, -1.480], [-4.384, -0.339, -2.415], [-4.310, -1.803, -1.554], [-5.444, -0.058, -3.226], [-4.481, 3.020, -4.413], [-6.250, -0.773, -3.331], [2.045, 6.276, -3.310], [1.160, 5.709, -2.232], [0.652, 6.487, -1.197], [-0.149, 5.924, -0.213], [-0.405, 4.579, -0.328], [-1.467, 3.617, 0.909], [0.035, 3.807, -1.300], [0.812, 4.363, -2.237], [2.215, 7.342, -3.163], [1.595, 6.135, -4.295], [3.015, 5.774, -3.318], [0.882, 7.546, -1.155], [-0.553, 6.508, 0.603], [1.162, 3.696, -3.020], [2.754, 0.312, -2.969], [1.919, -0.074, -4.001], [0.677, 0.356, -3.652], [0.758, 0.993, -2.435], [2.008, 0.948, -2.049], [2.355, 1.536, -0.773], [1.406, 2.089, -0.053], [2.001, 2.526, 1.104], [3.332, 2.226, 1.072], [3.543, 1.592, -0.129], [3.744, 0.134, -2.934], [2.272, -0.614, -4.864], [-0.254, 0.253, -4.187], [1.439, 3.015, 1.885], [4.124, 2.409, 1.780], [4.434, 1.255, -0.452], [2.739, -1.620, 2.612], [1.316, -1.727, 3.183], [0.964, -0.346, 3.758], [1.319, -2.764, 4.325], [0.089, -2.313, 1.849], [-0.164, -0.271, 0.553], [0.774, -3.502, 0.532], [1.874, -2.856, -0.329], [1.352, -4.736, 1.253], [-0.332, -3.962, -0.429], [-1.700, -2.620, 2.423], [-2.082, -1.639, 3.541], [-1.780, -4.059, 2.973], [-2.717, -2.446, 1.289], [3.400, -1.228, 3.395], [2.780, -0.926, 1.764], [3.137, -2.589, 2.304], [1.672, -0.118, 4.564], [-0.039, -0.299, 4.179], [1.056, 0.437, 3.001], [2.082, -2.482, 5.058], [1.554, -3.773, 3.970], [0.359, -2.803, 4.848], [2.717, -2.493, 0.259], [1.477, -2.025, -0.922], [2.256, -3.613, -1.025], [2.223, -4.487, 1.868], [1.673, -5.468, 0.505], [0.611, -5.223, 1.895], [-0.809, -3.117, -0.937], [-1.097, -4.553, 0.077], [0.117, -4.602, -1.197], [-1.485, -1.789, 4.442], [-3.130, -1.810, 3.813], [-1.990, -0.597, 3.222], [-1.052, -4.236, 3.772], [-1.618, -4.811, 2.194], [-2.778, -4.226, 3.391], [-2.738, -1.421, 0.914], [-3.715, -2.679, 1.682], [-2.533, -3.113, 0.448]]}


6.
{"formula": "C19H22N3O3", "method": "ωB97M-V with the def2-TZVPD basis set", "charge": 1, "e_above_lowest_kj_mol": 156.5, "energy_ha": -1126.41665, "homo_ev": -11.1, "spin_multiplicity": 1, "lumo_energy_ev": -3.93, "symbols": ["C", "H", "H", "H", "O", "C", "C", "C", "C", "C", "C", "H", "H", "H", "C", "O", "C", "N", "C", "N", "C", "C", "C", "C", "C", "C", "H", "H", "H", "H", "N", "H", "C", "C", "H", "C", "H", "H", "O", "H", "H", "H", "H", "H", "H", "H", "H"], "xyz": [[1.907, 4.362, 3.011], [1.767, 3.365, 3.480], [2.204, 5.047, 3.559], [0.935, 4.617, 2.419], [2.849, 4.437, 1.830], [2.895, 3.498, 1.080], [1.847, 2.609, 1.030], [2.021, 1.563, -0.300], [3.119, 1.587, -1.154], [4.008, 2.476, -0.921], [4.214, 3.330, 0.161], [4.954, 4.164, 0.185], [4.752, 2.589, -1.709], [3.171, 0.780, -1.853], [0.875, 0.635, -0.413], [-0.163, 0.751, 0.494], [0.843, -0.503, -1.247], [0.010, -1.533, -0.905], [-1.281, -1.631, -1.060], [-1.894, -2.536, -0.376], [-0.907, -3.336, -0.191], [-0.900, -4.617, 0.655], [0.248, -5.354, 0.826], [1.452, -4.704, 0.663], [1.671, -3.531, -0.338], [0.289, -2.888, -0.420], [2.309, -2.935, -0.330], [2.413, -5.369, 0.692], [0.134, -6.191, 1.343], [-2.045, -5.095, 0.759], [-1.938, -0.425, -1.573], [-1.613, -0.036, -2.546], [-3.483, -0.664, -1.629], [-4.243, -0.252, -0.319], [-5.244, -0.545, -0.344], [-3.889, 0.981, 0.120], [-4.492, 1.317, 0.874], [-4.534, 1.718, -0.405], [-2.624, 1.548, 0.118], [-2.095, 1.389, 1.068], [-3.811, -1.020, 0.599], [-3.544, -1.604, -1.685], [-3.884, 0.160, -2.361], [-2.078, 0.616, -0.815], [2.114, -0.942, -1.272], [0.727, -0.264, -2.344], [0.932, 2.438, 1.544]]}


7.
{"formula": "C5H6O2", "method": "ωB97M-V with the def2-TZVPD basis set", "charge": 0, "e_above_lowest_kj_mol": 237.8, "energy_ha": -344.51135, "smiles": "C#C[C@@H](C)OC=O", "homo_ev": -9.6, "spin_multiplicity": 1, "lumo_energy_ev": 0.94, "symbols": ["C", "C", "O", "C", "O", "C", "C", "H", "H", "H", "H", "H", "H"], "xyz": [[-1.316, -1.308, -0.038], [-0.232, -0.423, 0.564], [0.972, -0.717, -0.207], [1.884, 0.179, -0.633], [1.979, 1.354, -0.418], [-0.550, 1.004, 0.537], [-0.400, 2.177, 0.326], [-1.552, -0.968, -1.050], [-2.228, -1.269, 0.566], [-0.961, -2.341, -0.084], [-0.014, -0.739, 1.591], [2.607, -0.361, -1.259], [-0.167, 3.198, 0.125]]}